{
  "formula": "C23H26N2O2OsSe2",
  "method": "the ωB97M-V functional and the def2-TZVPD basis",
  "charge": 0,
  "s2": 6.050,
  "e_tot_ha": -6045.3911,
  "orbital_gap_ev": [5.68, 6.40],
  "mol_weight_g_mol": 710.6,
  "de_lowest_ev": 0.000,
  "spin_multiplicity": 5,
  "elements": ["Os", "O", "C", "C", "C", "O", "C", "Se", "C", "Se", "H", "H", "H", "H", "H", "H", "H", "H", "H", "H", "C", "N", "C", "C", "N", "H", "H", "H", "H", "H", "H", "C", "C", "C", "C", "C", "C", "C", "C", "C", "C", "C", "C", "C", "C", "C", "H", "H", "H", "H", "H", "H", "H", "H", "H", "H"],
  "positions_angstrom": [[1.79254, 0.24630, -0.43551], [4.05713, 0.62970, -0.26945], [4.60210, 1.95062, -0.17483], [3.85003, 2.95135, -1.05379], [4.84260, 4.11028, -1.24728], [4.19879, 5.16767, -1.93038], [2.59138, 3.51956, -0.36349], [1.65228, 2.35791, 0.93887], [3.54625, 2.38443, -2.44446], [1.98424, 1.18137, -2.65620], [4.40234, 0.10057, 0.45603], [5.65134, 1.90619, -0.48715], [4.55584, 2.29996, 0.86027], [5.70753, 3.74613, -1.81725], [5.19381, 4.44019, -0.25920], [4.82428, 5.88386, -2.05790], [1.85461, 3.79893, -1.11244], [2.85296, 4.40770, 0.21132], [4.41447, 1.84956, -2.83301], [3.32189, 3.21982, -3.10525], [1.92328, -5.04889, 0.72351], [1.89180, -3.81322, 1.50078], [1.25774, -3.86970, 2.81577], [2.09397, -2.66355, 0.91921], [2.30049, -1.64380, 0.40877], [2.58512, -5.77046, 1.20317], [2.28611, -4.84405, -0.28010], [0.92078, -5.47621, 0.65622], [1.85274, -4.49035, 3.48631], [0.25557, -4.29408, 2.73034], [1.17743, -2.86819, 3.22987], [-0.13394, -0.13993, -0.51065], [-1.35013, -0.23313, -0.40295], [-2.73213, -0.32988, -0.19190], [-3.33168, -1.66349, -0.27002], [-4.27269, -2.09751, 0.67513], [-4.78559, -3.38225, 0.63051], [-4.38548, -4.26576, -0.36323], [-3.43782, -3.85787, -1.29302], [-2.90705, -2.58079, -1.23988], [-3.46357, 0.85570, 0.18811], [-4.87105, 0.91014, 0.16331], [-5.54574, 2.04903, 0.55938], [-4.84523, 3.17313, 0.98149], [-3.45509, 3.15338, 0.97097], [-2.77164, 2.02220, 0.57310], [-4.56302, -1.43054, 1.47600], [-5.49386, -3.70191, 1.38512], [-4.79952, -5.26513, -0.40502], [-3.11219, -4.54232, -2.06710], [-2.15495, -2.27119, -1.95535], [-5.43134, 0.05785, -0.19586], [-6.62831, 2.06970, 0.53394], [-5.37916, 4.05966, 1.29871], [-2.90231, 4.03157, 1.28074], [-1.68794, 2.00976, 0.56575]],
  "atomic_forces_ev_per_a": [[0.3, 0.5, 0.1], [-0.3, -0.2, -0.2], [0.1, 0.5, 0.0], [-0.1, -0.1, 0.0], [0.1, -0.1, 0.1], [-0.1, 0.0, 0.0], [-0.2, -0.1, 0.1], [0.1, -0.2, -0.3], [-0.2, -0.3, 0.0], [-0.1, 0.1, 0.2], [0.0, -0.1, 0.1], [0.0, -0.1, 0.0], [0.0, -0.1, 0.0], [0.0, 0.0, 0.0], [0.0, 0.0, 0.0], [0.0, 0.1, 0.0], [0.0, 0.1, 0.0], [0.0, 0.0, 0.0], [0.1, 0.1, 0.0], [0.1, 0.0, 0.0], [0.0, -0.1, -0.1], [-0.1, -0.2, 0.0], [0.0, 0.1, 0.1], [0.0, 0.1, -0.1], [-0.2, 0.0, 0.3], [0.0, 0.0, 0.0], [0.0, 0.0, 0.0], [0.0, 0.0, 0.0], [0.0, 0.0, 0.0], [0.0, 0.0, 0.0], [0.0, 0.0, 0.0], [0.5, 0.2, -0.1], [-0.1, -0.2, 0.0], [0.2, 0.0, 0.0], [-0.1, -0.2, 0.0], [0.1, 0.1, 0.0], [0.0, -0.1, 0.0], [0.0, 0.0, 0.0], [0.0, 0.0, 0.0], [0.0, 0.1, 0.0], [-0.2, 0.2, 0.1], [0.1, -0.1, 0.0], [0.0, 0.1, 0.0], [0.0, 0.0, 0.0], [0.0, 0.1, 0.0], [0.0, -0.2, 0.0], [0.0, 0.0, 0.0], [0.0, 0.0, 0.0], [0.0, 0.0, 0.0], [0.0, 0.0, 0.0], [0.0, 0.0, 0.0], [0.0, 0.0, 0.0], [0.0, 0.0, 0.0], [0.0, 0.0, 0.0], [0.0, 0.0, 0.0], [0.0, 0.0, 0.0]]
}